Model a:
Entry from the OMol25 dataset: a cluster of 2 separate species, C6H14N2O2 in total (the ωB97M-V functional and the def2-TZVPD basis).

Geometry as XYZ:
```
24
Properties=species:S:1:pos:R:3:nbo_charge:R:1
C 2.907 -1.017 1.229 -0.42
N 1.827 -1.645 1.995 -0.61
C 0.534 -1.570 1.562 0.67
C -0.566 -2.313 2.232 -0.71
O 0.309 -0.973 0.504 -0.67
H 2.579 -0.137 0.676 0.23
H 3.567 -0.520 1.937 0.20
H 3.339 -1.781 0.597 0.21
H 2.010 -2.016 2.911 0.39
H -0.423 -3.389 2.157 0.24
H -0.547 -2.125 3.317 0.22
H -1.529 -1.937 1.917 0.25
C -2.848 0.851 -1.500 -0.43
N -1.399 0.909 -1.750 -0.62
C -0.908 2.147 -2.023 0.67
C 0.587 2.339 -1.908 -0.71
O -1.623 3.029 -2.483 -0.64
H -3.227 -0.166 -1.540 0.20
H -3.110 1.446 -0.637 0.19
H -3.337 1.307 -2.369 0.22
H -0.814 0.271 -1.229 0.41
H 1.126 1.409 -1.776 0.22
H 0.916 2.873 -2.788 0.24
H 0.630 3.005 -1.032 0.23
```

## Properties
LUMO energy = 0.62 eV
HOMO level = -9.11 eV
SMILES = CNC(C)=O.CNC(C)=O
gap between HOMO and LUMO = 9.7 eV

Model b:
Entry from the OMol25 dataset: a cluster of 2 separate species, C6H14N2O2 in total (the ωB97M-V functional and the def2-TZVPD basis).

Geometry as XYZ:
```
24
Properties=species:S:1:pos:R:3:nbo_charge:R:1
C 0.335 2.176 0.608 -0.46
N 0.620 1.828 -0.725 -0.66
C 1.301 0.615 -1.129 0.73
C 1.848 0.967 -2.599 -0.74
O 1.575 -0.474 -0.673 -0.61
H 0.245 1.346 1.394 0.27
H 0.984 2.978 0.961 0.19
H -0.744 2.538 0.827 0.20
H 0.548 2.459 -1.527 0.40
H 2.275 2.009 -2.553 0.22
H 2.367 0.099 -2.901 0.24
H 0.972 0.948 -3.232 0.22
C 0.658 -2.288 1.442 -0.44
N -0.785 -2.154 0.930 -0.65
C -1.527 -0.987 1.261 0.68
C -2.678 -0.613 0.429 -0.71
O -1.110 -0.221 2.096 -0.63
H 0.798 -1.534 2.219 0.23
H 0.719 -3.190 2.099 0.19
H 1.539 -2.193 0.740 0.24
H -0.952 -2.571 -0.075 0.39
H -2.405 -0.805 -0.633 0.22
H -3.429 -1.297 0.701 0.23
H -3.153 0.367 0.340 0.25
```

## Properties
LUMO energy = 0.71 eV
HOMO level = -9.32 eV
SMILES = CNC(C)=O.CNC(C)=O
gap between HOMO and LUMO = 10.0 eV

It is model a that is the most stable of them.